{"formula": "C24H32N2O4S3", "method": "the ωB97M-V functional and the def2-TZVPD basis", "gap_ha": 0.28236, "homo_ev": -8.047, "species": ["C", "C", "C", "C", "C", "C", "N", "S", "N", "C", "C", "C", "C", "C", "C", "C", "C", "C", "C", "H", "H", "H", "H", "H", "H", "H", "H", "H", "H", "H", "H", "H", "H", "H", "H", "C", "C", "C", "S", "O", "O", "C", "H", "H", "H", "H", "H", "H", "H", "H", "C", "C", "C", "S", "O", "O", "C", "H", "H", "H", "H", "H", "H", "H", "H"], "xyz": [[-2.993488, 3.018119, 0.626464], [-3.078497, 2.203997, -0.736413], [-1.694061, 1.783526, -1.336057], [-0.576239, 2.826522, -1.513636], [0.728502, 2.527516, -2.089757], [1.022644, 1.115479, -2.568139], [2.189077, 0.672115, -3.162443], [1.854527, -0.946457, -3.457157], [0.311287, -1.150849, -2.831623], [-0.092712, 0.097944, -2.353126], [-1.445349, 0.397101, -1.736782], [-2.435357, -0.810656, -1.621793], [-2.095420, -1.839769, -0.486106], [-1.592139, -3.206476, -0.840347], [-1.293940, -4.239042, 0.192488], [-1.440812, -3.958066, 1.653133], [-1.938782, -2.611331, 2.013058], [-2.263639, -1.586945, 0.978047], [-2.825940, -0.219910, 1.507728], [-1.956149, 3.116471, 1.040948], [-3.633116, 2.476067, 1.390503], [-3.504537, 4.017388, 0.468547], [-3.630604, 2.827233, -1.509300], [-3.683300, 1.270141, -0.610438], [-0.719673, 3.896917, -1.191037], [1.524390, 3.298297, -2.218085], [-3.517658, -0.507324, -1.530597], [-2.351565, -1.382907, -2.599379], [-1.436127, -3.522554, -1.906205], [-0.947077, -5.275436, -0.067036], [-1.208753, -4.698175, 2.456525], [-2.099226, -2.358032, 3.094536], [-3.778112, -0.017039, 0.935784], [-3.154431, -0.373561, 2.583979], [-2.090546, 0.626098, 1.479656], [1.696736, -5.814654, 6.621579], [1.758809, -7.264536, 6.132241], [0.668728, -7.437779, 5.070724], [0.431750, -5.824024, 4.328891], [-0.897432, -5.360979, 4.649884], [0.931832, -5.843877, 2.976488], [1.599262, -4.957423, 5.365185], [2.570441, -5.551041, 7.219237], [0.806960, -5.672239, 7.241912], [2.739561, -7.456828, 5.687710], [1.626412, -7.973260, 6.951280], [0.965605, -8.148173, 4.300258], [-0.277692, -7.746235, 5.515721], [1.243122, -3.947062, 5.560402], [2.553268, -4.924494, 4.836258], [3.551355, 6.114414, -5.118849], [3.327794, 7.426731, -4.361335], [1.818124, 7.590920, -4.162817], [1.135557, 5.934515, -4.124381], [0.285937, 5.760717, -5.275725], [0.687458, 5.635679, -2.784218], [2.675342, 5.079800, -4.422769], [4.601128, 5.817868, -5.114432], [3.237094, 6.231223, -6.160120], [3.823719, 7.373756, -3.387762], [3.748960, 8.279080, -4.896899], [1.587484, 8.097557, -3.226526], [1.360550, 8.124328, -4.996365], [2.495545, 4.191644, -5.026886], [3.093414, 4.797968, -3.454629]], "atomic_forces_ev_per_a": [[-1.180, -0.247, -0.121], [0.544, 0.100, -0.567], [1.575, -1.655, -0.853], [1.827, -1.550, -1.041], [-2.184, -1.297, 0.455], [-1.224, 0.960, 0.890], [-3.545, -1.052, 1.043], [-1.219, 0.925, 0.965], [0.779, 2.968, 0.204], [1.427, -0.552, -0.736], [0.889, 2.219, 0.221], [0.280, -0.488, -0.118], [0.920, -2.502, 2.049], [-0.289, 0.034, 2.346], [-0.651, 1.973, 1.333], [-0.910, 2.538, -2.399], [0.353, -0.813, -2.453], [0.664, -1.098, -0.212], [-0.503, -1.299, 0.257], [-0.979, 0.043, -0.535], [0.878, 0.662, -0.750], [0.984, -0.978, 0.349], [0.738, -0.658, 0.844], [0.591, 1.044, -0.056], [-0.096, -1.398, -0.400], [-1.033, -0.655, 0.268], [1.231, -0.060, -0.059], [-0.117, 0.660, 1.143], [-0.232, 0.639, 1.137], [-0.367, 1.338, -0.068], [-0.330, 0.804, -1.157], [0.174, -0.206, -1.248], [1.131, 0.210, 0.567], [0.507, 0.252, -1.214], [-0.762, -0.806, -0.255], [-0.065, -0.050, 0.100], [0.148, -0.038, 0.072], [0.099, -0.476, 0.262], [0.423, -0.042, 0.059], [0.054, -0.030, -0.217], [-0.348, 0.046, 0.043], [0.233, 0.167, 0.371], [-0.062, 0.004, -0.032], [0.055, 0.040, -0.034], [-0.061, 0.024, 0.018], [0.006, 0.028, -0.073], [-0.159, 0.140, -0.075], [-0.007, 0.121, -0.102], [-0.079, -0.050, -0.178], [-0.101, -0.003, -0.057], [0.014, 0.085, -0.089], [0.157, 0.024, 0.040], [0.259, 0.494, 0.012], [0.151, -0.111, 0.116], [-0.116, -0.017, 0.254], [-0.241, 0.070, -0.238], [0.384, -0.145, -0.168], [-0.070, -0.002, -0.013], [0.017, -0.059, 0.050], [-0.036, -0.011, -0.056], [-0.041, -0.040, 0.053], [-0.169, -0.114, -0.074], [-0.074, -0.139, 0.044], [-0.168, 0.017, 0.115], [-0.072, 0.009, -0.031]]}

{"formula": "C24H32N2O5", "method": "the ωB97M-V functional and the def2-TZVPD basis", "relative_energy_kcal_mol": 17.4, "smiles": "CC(C)OCCCNC(=O)COCC(=O)Nc1ccc(OCCc2ccccc2)cc1", "gap_ha": 0.31527, "homo_ev": -7.799, "species": ["C", "C", "C", "O", "C", "C", "C", "N", "C", "O", "C", "O", "C", "C", "O", "N", "C", "C", "C", "C", "O", "C", "C", "C", "C", "C", "C", "C", "C", "C", "C", "H", "H", "H", "H", "H", "H", "H", "H", "H", "H", "H", "H", "H", "H", "H", "H", "H", "H", "H", "H", "H", "H", "H", "H", "H", "H", "H", "H", "H", "H", "H", "H"], "xyz": [[-3.563288, 1.238376, -2.311417], [-4.221808, 2.049218, -1.191405], [-5.741170, 1.916446, -1.246964], [-3.829588, 1.608755, 0.097895], [-2.508530, 1.937311, 0.460650], [-2.237890, 1.420374, 1.868310], [-2.423462, -0.093870, 1.930896], [-1.813687, -0.647849, 3.123924], [-1.062073, -1.760705, 3.096271], [-0.902950, -2.438363, 2.100012], [-0.367634, -2.120150, 4.419520], [1.026591, -1.889731, 4.357809], [1.403411, -0.536445, 4.446699], [1.140490, 0.291697, 3.181828], [0.834595, 1.465955, 3.254016], [1.311535, -0.415967, 2.046620], [1.020996, 0.007215, 0.739512], [0.645011, -0.946536, -0.199003], [0.338921, -0.579574, -1.494056], [0.427212, 0.753473, -1.882266], [0.122238, 1.241753, -3.123942], [0.235013, 0.411073, -4.258735], [1.694129, 0.254948, -4.726842], [2.522236, -0.459478, -3.697233], [3.268471, 0.256260, -2.769977], [3.955194, -0.397410, -1.763122], [3.913020, -1.778010, -1.677759], [3.192860, -2.502138, -2.612347], [2.502016, -1.846409, -3.614985], [0.796192, 1.707189, -0.933926], [1.093232, 1.343842, 0.362826], [-2.493912, 1.426587, -2.361390], [-3.726252, 0.177584, -2.135746], [-4.003542, 1.511739, -3.266506], [-3.942269, 3.111411, -1.306330], [-6.119859, 2.298163, -2.190749], [-6.018797, 0.871063, -1.144712], [-6.190592, 2.474035, -0.430047], [-1.787678, 1.484594, -0.232450], [-2.371623, 3.030162, 0.429282], [-1.214538, 1.682834, 2.140403], [-2.922729, 1.903660, 2.567080], [-3.489825, -0.337661, 1.903917], [-1.939621, -0.575226, 1.077488], [-1.895016, -0.103169, 3.967981], [-0.811205, -1.576742, 5.265287], [-0.469146, -3.196486, 4.578399], [2.482712, -0.542467, 4.630949], [0.909942, -0.036435, 5.291759], [1.429713, -1.417178, 2.160739], [0.561733, -1.981043, 0.096912], [0.038328, -1.346848, -2.188886], [-0.214851, -0.572105, -4.086784], [-0.342183, 0.924390, -5.033512], [2.102902, 1.249893, -4.910650], [1.685942, -0.301357, -5.666021], [3.300584, 1.334582, -2.829536], [4.520453, 0.173573, -1.041512], [4.444207, -2.289393, -0.888756], [3.165359, -3.580615, -2.557157], [1.935726, -2.415170, -4.339907], [0.847254, 2.740540, -1.238981], [1.376662, 2.092244, 1.083478]], "atomic_forces_ev_per_a": [[0.019, 0.255, 0.393], [-0.253, -0.030, -0.299], [0.447, 0.140, 0.141], [-0.178, -0.087, 0.059], [0.215, 0.060, 0.196], [-0.127, -0.092, -0.417], [-0.131, 0.137, -0.261], [-0.186, 0.237, 0.132], [-0.058, -0.003, 0.556], [0.138, -0.347, -0.237], [-0.060, -0.144, -0.074], [0.129, -0.109, -0.106], [0.057, 0.184, 0.173], [0.039, -0.275, 0.349], [0.101, 0.229, 0.070], [0.231, -0.427, -0.008], [-0.121, 0.197, -0.298], [0.038, 0.152, 0.174], [-0.148, 0.172, -0.281], [-0.077, 0.127, 0.514], [0.029, 0.173, 0.165], [0.204, -0.115, -0.476], [-0.402, 0.052, 0.284], [0.205, -0.015, -0.173], [0.078, -0.065, -0.114], [0.041, 0.052, 0.065], [0.046, -0.059, 0.077], [-0.033, -0.120, 0.011], [0.057, 0.085, -0.047], [-0.111, -0.203, -0.366], [0.061, -0.033, 0.070], [0.131, -0.033, -0.066], [-0.042, -0.145, 0.003], [-0.023, 0.024, -0.141], [-0.037, -0.128, 0.050], [-0.071, 0.019, -0.109], [-0.062, -0.150, -0.016], [-0.086, 0.058, 0.063], [-0.041, 0.036, 0.056], [0.019, -0.091, -0.037], [-0.026, 0.007, 0.020], [0.000, 0.103, 0.082], [0.118, -0.049, -0.085], [-0.085, 0.041, 0.056], [0.143, -0.164, 0.049], [0.058, -0.026, -0.033], [-0.133, 0.176, -0.036], [-0.116, 0.086, 0.003], [0.029, -0.006, -0.181], [-0.054, 0.185, 0.092], [-0.024, -0.111, 0.039], [0.006, -0.044, -0.067], [-0.023, 0.067, -0.018], [0.025, -0.143, 0.085], [-0.016, -0.009, -0.080], [0.014, 0.027, -0.052], [-0.030, 0.115, -0.009], [0.047, 0.049, 0.074], [0.054, -0.045, 0.065], [0.004, -0.093, 0.007], [-0.067, -0.066, -0.084], [0.024, 0.138, -0.049], [0.014, 0.043, 0.048]]}

{"formula": "C24H32N3O8P2V", "method": "the ωB97M-V functional and the def2-TZVPD basis", "relative_energy_kcal_mol": 0.0, "gap_ha": [0.23674, 0.24105], "homo_ev": [-7.449, -7.565], "multiplicity": 3, "s_squared": 2.032, "species": ["C", "C", "N", "C", "C", "C", "C", "P", "V", "P", "C", "C", "C", "C", "C", "C", "C", "O", "O", "H", "H", "H", "C", "C", "H", "H", "H", "H", "C", "C", "H", "H", "H", "H", "H", "H", "H", "H", "H", "H", "H", "H", "H", "H", "H", "H", "H", "H", "H", "H", "H", "H", "O", "C", "O", "C", "C", "C", "C", "C", "C", "N", "O", "O", "N", "O", "O", "H", "H", "H"], "xyz": [[-0.937183, 3.087114, -2.760879], [-0.933351, 2.101243, -1.746081], [0.207068, 1.755580, -1.088971], [1.370292, 2.379557, -1.366271], [1.390816, 3.395934, -2.325810], [0.248066, 3.768660, -3.017741], [-2.093743, 1.089311, -1.727295], [-2.009095, -0.006840, -0.272132], [0.273045, 0.238421, 0.519676], [2.443625, 0.143508, -0.014655], [2.602321, 1.887495, -0.661502], [-0.488567, -1.603365, 1.425670], [-0.882574, -1.464389, 2.760511], [-0.617385, -2.494797, 3.647103], [0.029494, -3.659353, 3.201573], [0.406852, -3.808105, 1.872930], [0.164914, -2.752544, 0.951509], [-1.854504, -0.623587, -3.954976], [0.460730, -0.828806, -2.886169], [-1.875569, 3.260705, -3.260545], [2.381268, 3.831430, -2.529143], [0.260539, 4.595053, -3.731544], [-3.006078, 0.887312, 0.966211], [-3.020351, -1.445745, -0.758589], [3.434688, 1.918347, -1.385309], [2.838531, 2.559652, 0.193899], [-2.215971, 0.540359, -2.644401], [-3.037230, 1.693749, -1.575942], [3.650583, 0.129446, 1.327967], [3.223491, -0.827444, -1.297939], [-1.473126, -0.586407, 3.042852], [-0.901524, -2.383782, 4.699571], [0.240817, -4.462107, 3.917317], [0.856289, -4.738068, 1.507548], [0.468814, -2.814037, -0.101447], [0.160061, -0.782040, -1.948470], [0.721542, -1.760387, -3.036039], [-0.959579, -0.630678, -3.569037], [-1.766446, -0.058721, -4.754074], [0.693104, -0.692264, -0.540020], [-3.931122, 1.213096, 0.461041], [-3.211931, 0.183182, 1.781139], [-2.418926, 1.746981, 1.332688], [-4.080596, -1.126708, -0.739511], [-2.721987, -1.754606, -1.779406], [-2.846991, -2.249762, -0.024503], [4.233424, -0.439633, -1.556368], [3.310757, -1.862885, -0.912916], [2.569433, -0.832063, -2.176912], [4.676071, 0.063292, 0.964461], [3.541608, 1.011380, 1.964635], [3.420908, -0.741259, 1.944728], [1.246378, 0.586014, 3.013822], [0.454882, 1.578027, 3.042148], [-0.153660, 2.079103, 2.033123], [0.174213, 2.195422, 4.394648], [-0.863497, 3.145276, 4.496809], [-1.215699, 3.657423, 5.765367], [-0.533013, 3.294809, 6.926869], [0.508004, 2.375053, 6.800283], [0.853977, 1.791968, 5.560028], [1.274880, 2.006271, 7.983975], [0.984685, 2.552698, 9.072083], [2.191329, 1.165591, 7.860434], [-2.376001, 4.539578, 5.843206], [-2.996595, 4.797946, 4.786227], [-2.696285, 4.987348, 6.971301], [-1.391759, 3.462868, 3.597247], [-0.806246, 3.719897, 7.885449], [1.646488, 1.048276, 5.503649]], "atomic_forces_ev_per_a": [[0.473, -0.448, 1.458], [0.547, -1.314, -1.737], [-0.483, 0.202, 0.014], [-1.041, 0.162, -0.495], [1.177, -0.125, 0.213], [-0.450, 0.116, 0.167], [-1.380, 2.573, 1.921], [0.748, 0.331, -0.033], [-2.865, 1.158, 3.455], [1.401, 1.712, 0.544], [0.596, 0.298, -0.229], [1.267, 1.278, -0.890], [-0.308, -0.862, -0.554], [-0.034, -0.189, 0.405], [0.000, 0.006, 0.376], [-0.212, 0.384, -1.063], [-0.423, -0.557, 1.567], [-0.610, 0.360, -1.740], [0.306, -0.739, -0.320], [0.033, 0.225, -0.234], [-0.694, 0.037, -0.034], [0.145, -0.375, 0.094], [-0.154, -0.034, -0.331], [0.023, 0.139, 0.057], [-0.078, 0.239, 0.353], [-0.115, -0.467, -0.468], [0.242, 0.015, -0.292], [0.676, -0.471, -0.446], [0.490, -0.089, 0.220], [0.502, -0.679, -0.364], [0.475, -0.175, 0.243], [0.115, -0.210, -0.340], [-0.111, 0.315, -0.293], [-0.037, 0.293, 0.322], [-0.066, -0.148, 0.517], [0.504, -0.060, 0.168], [-0.285, 0.656, 0.169], [0.355, -0.188, -0.178], [-0.173, -0.666, 0.699], [-0.001, -2.026, -2.264], [0.149, -0.057, 0.507], [-0.103, 0.334, -0.058], [-0.346, -0.369, -0.077], [0.451, -0.331, -0.156], [-0.260, 0.041, 0.566], [-0.131, 0.254, -0.394], [-0.636, -0.273, 0.200], [0.040, 0.415, -0.288], [0.333, 0.039, 0.171], [0.084, -0.014, -0.002], [-0.126, -0.179, -0.140], [0.109, 0.033, 0.054], [-1.225, 1.344, -0.644], [0.693, -0.793, -0.493], [0.614, -1.181, 0.403], [-0.607, 0.579, 0.835], [0.285, -0.144, 0.706], [0.653, -0.884, -0.862], [-0.014, 0.007, -0.294], [-0.213, -0.017, -1.289], [-0.367, 0.504, 0.131], [1.308, -0.654, 2.191], [0.442, -0.997, -2.252], [-1.847, 1.652, 0.080], [-1.907, 1.634, 0.403], [1.348, -0.561, 2.235], [0.730, -0.991, -2.432], [0.148, -0.141, 0.364], [0.063, -0.117, -0.120], [-0.226, 0.193, -0.003]]}

Max |F| (computed, eV Å⁻¹): 3.84; 0.56; 4.64